{
  "formula": "C15H55ClN4O21",
  "method": "ωB97M-V with the def2-TZVPD basis set",
  "symbols": ["O", "Cl", "N", "N", "C", "C", "C", "C", "C", "C", "C", "C", "C", "N", "N", "C", "C", "C", "C", "C", "C", "H", "H", "H", "H", "H", "H", "H", "H", "H", "H", "H", "H", "H", "H", "H", "O", "H", "H", "O", "H", "H", "O", "H", "H", "O", "H", "H", "O", "H", "H", "O", "H", "H", "O", "H", "H", "O", "H", "H", "O", "H", "H", "O", "H", "H", "O", "H", "H", "O", "H", "H", "O", "H", "H", "O", "H", "H", "O", "H", "H", "O", "H", "H", "O", "H", "H", "O", "H", "H", "O", "H", "H", "O", "H", "H"],
  "xyz": [[-3.599, -2.483, 0.642], [-0.146, -2.156, -6.532], [0.042, 0.620, -1.649], [-2.370, -1.966, -1.152], [-2.720, -1.745, 0.183], [-0.143, 0.246, -2.913], [-1.491, -1.098, -1.687], [0.521, 0.785, -4.122], [-2.059, -0.790, 1.054], [-1.024, -0.960, -3.053], [0.223, 0.236, -5.296], [-1.392, -1.510, -4.253], [-0.974, -0.109, 0.466], [-0.786, -0.183, -0.902], [1.346, 0.242, 3.783], [-0.853, -0.860, -5.530], [-0.141, 0.438, 3.839], [1.745, -0.334, 2.440], [-0.534, 1.409, 2.728], [1.367, 0.585, 1.305], [-0.172, 0.963, 1.235], [1.227, 1.588, -4.015], [-2.234, -0.689, 2.145], [0.758, 0.759, -6.128], [-2.032, -2.431, -4.433], [1.678, -0.307, 4.561], [-1.661, -0.371, -6.082], [-0.673, -0.521, 3.839], [-0.303, 0.758, 4.874], [2.845, -0.388, 2.390], [1.311, -1.267, 2.186], [-1.650, 1.525, 2.741], [-0.121, 2.354, 3.039], [1.666, 0.130, 0.346], [2.010, 1.480, 1.398], [-0.356, 1.819, 0.647], [-0.854, 3.680, -1.438], [-1.074, 3.974, -0.495], [-0.069, 3.043, -1.394], [3.604, -0.938, 5.849], [4.113, -0.085, 6.041], [3.925, -1.303, 4.961], [-4.361, -3.202, -4.161], [-4.337, -3.625, -3.242], [-5.329, -3.111, -4.441], [2.490, 2.686, 4.310], [2.610, 3.138, 3.413], [2.033, 1.796, 4.156], [-5.876, -4.767, 0.712], [-6.343, -3.870, 0.663], [-5.149, -4.783, 0.009], [-0.264, -4.785, -8.242], [-0.617, -3.878, -7.966], [-0.464, -5.441, -7.499], [1.990, 3.154, -6.991], [1.074, 3.571, -6.882], [2.578, 3.483, -6.236], [-3.958, -0.068, -7.780], [-4.766, 0.443, -7.448], [-3.142, 0.516, -7.652], [-0.857, -1.080, 6.698], [-0.827, -1.152, 7.707], [-1.687, -0.560, 6.443], [-1.711, 1.761, -7.600], [-1.389, 2.238, -6.768], [-0.900, 1.481, -8.137], [0.507, 4.535, 4.969], [-0.376, 4.064, 5.118], [1.237, 3.835, 4.944], [3.405, 3.418, -4.559], [2.676, 3.746, -3.939], [3.979, 4.211, -4.817], [5.206, 0.549, 1.257], [4.832, 0.440, 2.191], [5.613, -0.333, 0.976], [-3.739, -4.574, -1.560], [-3.410, -3.941, -0.843], [-2.936, -4.913, -2.074], [3.976, -2.296, 3.717], [4.639, -2.964, 4.088], [3.785, -2.544, 2.754], [0.739, -2.935, 5.327], [0.189, -2.211, 5.771], [1.676, -2.899, 5.708], [-4.400, -2.892, 3.249], [-4.225, -2.818, 2.256], [-3.849, -3.660, 3.611], [1.920, 0.730, 7.574], [1.560, -0.111, 7.142], [2.885, 0.841, 7.289], [1.890, 3.473, -0.562], [2.594, 2.799, -0.834], [2.137, 3.836, 0.350], [2.570, 4.450, 2.052], [3.403, 5.023, 2.018], [1.769, 5.062, 2.142]],
  "max_force_ev_per_a": 3.98,
  "homo_energy_ev": -9.0614,
  "gap_ev": 7.20
}


{
  "formula": "C15H58FNO16S",
  "method": "ωB97M-V with the def2-TZVPD basis set",
  "symbols": ["C", "N", "C", "O", "S", "O", "O", "F", "H", "H", "H", "H", "H", "H", "C", "O", "H", "H", "H", "H", "C", "O", "H", "H", "H", "H", "C", "O", "H", "H", "H", "H", "C", "O", "H", "H", "H", "H", "C", "O", "H", "H", "H", "H", "C", "O", "H", "H", "H", "H", "C", "O", "H", "H", "H", "H", "C", "O", "H", "H", "H", "H", "C", "O", "H", "H", "H", "H", "C", "O", "H", "H", "H", "H", "C", "O", "H", "H", "H", "H", "C", "O", "H", "H", "H", "H", "C", "O", "H", "H", "H", "H"],
  "xyz": [[2.984, -2.194, 0.776], [2.871, -3.557, 0.340], [2.402, -4.443, 1.313], [0.947, -4.410, 1.370], [0.330, -3.784, -0.004], [-0.177, -4.889, -0.734], [-1.082, -3.135, 0.741], [-0.783, -1.661, 0.815], [2.340, -1.958, 1.587], [3.964, -1.918, 1.031], [2.705, -1.580, -0.037], [3.731, -3.872, -0.025], [2.768, -4.250, 2.291], [2.699, -5.430, 1.079], [2.922, -2.445, -3.484], [2.736, -3.414, -2.430], [3.943, -2.071, -3.429], [2.765, -2.893, -4.458], [2.229, -1.624, -3.339], [1.837, -3.723, -2.488], [-0.223, -4.027, 4.884], [0.921, -3.648, 4.125], [-0.100, -3.635, 5.889], [-1.138, -3.609, 4.452], [-0.316, -5.115, 4.939], [0.810, -3.996, 3.234], [5.993, 0.619, -0.117], [4.861, -0.229, -0.353], [6.086, 0.750, 0.956], [6.911, 0.166, -0.499], [5.855, 1.599, -0.581], [4.779, -0.344, -1.300], [-3.613, -0.784, 3.258], [-3.588, -1.295, 1.921], [-4.638, -0.544, 3.517], [-3.228, -1.528, 3.963], [-3.005, 0.124, 3.320], [-2.675, -1.492, 1.684], [-4.005, 3.208, 1.866], [-2.901, 2.353, 1.515], [-3.712, 4.237, 1.689], [-4.876, 2.975, 1.253], [-4.259, 3.086, 2.915], [-3.175, 1.449, 1.674], [0.682, 1.927, 1.343], [-0.237, 2.923, 0.905], [1.629, 2.090, 0.852], [0.829, 1.995, 2.426], [0.321, 0.924, 1.089], [-1.071, 2.755, 1.358], [-6.720, 3.969, 4.754], [-5.795, 4.678, 3.929], [-7.552, 3.648, 4.135], [-6.242, 3.090, 5.195], [-7.098, 4.618, 5.549], [-5.071, 4.951, 4.488], [-1.218, -0.812, -3.519], [0.012, -1.524, -3.752], [-1.065, 0.232, -3.774], [-2.009, -1.226, -4.151], [-1.512, -0.884, -2.469], [-0.153, -2.436, -3.522], [3.489, -1.968, -7.444], [3.839, -2.932, -6.442], [2.952, -1.163, -6.954], [4.383, -1.558, -7.924], [2.840, -2.406, -8.205], [4.309, -3.642, -6.872], [-0.459, -0.386, -6.957], [0.066, -0.869, -8.202], [-0.066, -1.011, -6.162], [-0.149, 0.649, -6.780], [-1.551, -0.446, -6.951], [-0.281, -0.319, -8.899], [-4.182, 0.804, 6.587], [-4.003, 1.674, 5.463], [-5.212, 0.465, 6.580], [-3.521, -0.064, 6.519], [-3.987, 1.329, 7.525], [-3.095, 1.970, 5.473], [1.927, 5.992, 1.921], [1.589, 4.964, 2.847], [2.965, 6.261, 2.091], [1.814, 5.642, 0.891], [1.303, 6.877, 2.067], [0.675, 4.728, 2.686], [0.928, 2.879, -4.003], [-0.475, 2.876, -3.747], [1.071, 2.694, -5.063], [1.373, 3.846, -3.750], [1.434, 2.091, -3.435], [-0.601, 3.036, -2.811]],
  "max_force_ev_per_a": 2.18,
  "homo_energy_ev": -9.3766,
  "gap_ev": 8.56
}


{
  "formula": "C15H7CrN3O4S2Se",
  "method": "ωB97M-V with the def2-TZVPD basis set",
  "symbols": ["Cr", "S", "C", "C", "C", "C", "N", "C", "C", "C", "S", "C", "N", "H", "H", "N", "C", "C", "C", "C", "C", "C", "C", "H", "H", "H", "H", "H", "O", "Se", "O", "O", "O"],
  "xyz": [[-9.223, 6.475, 10.352], [-7.822, 6.511, 8.463], [-6.848, 7.869, 8.898], [-5.621, 7.931, 8.273], [-4.675, 8.973, 8.417], [-3.499, 8.840, 7.566], [-2.574, 8.779, 6.885], [-4.951, 10.029, 9.310], [-6.169, 9.935, 9.980], [-7.074, 8.860, 9.876], [-8.386, 8.642, 11.054], [-4.046, 11.081, 9.639], [-3.184, 11.764, 9.927], [-5.288, 6.997, 7.823], [-6.277, 10.627, 10.742], [-4.764, 9.994, 18.205], [-5.365, 10.196, 17.241], [-6.095, 10.298, 15.935], [-7.392, 10.783, 15.923], [-8.059, 10.828, 14.662], [-7.377, 10.546, 13.508], [-6.061, 10.015, 13.550], [-5.450, 9.904, 14.759], [-7.876, 11.032, 16.867], [-9.051, 11.247, 14.808], [-7.826, 10.617, 12.532], [-5.597, 9.710, 12.615], [-4.452, 9.567, 14.865], [-10.880, 5.433, 9.863], [-11.137, 4.909, 11.452], [-11.023, 3.308, 11.547], [-9.897, 5.796, 12.160], [-12.576, 5.535, 11.930]],
  "e_above_lowest_kcal_mol": 10.96,
  "charge": -2,
  "max_force_ev_per_a": 2.81,
  "homo_energy_ev": [-1.9757, -2.6798],
  "gap_ev": [6.22, 6.92],
  "s_squared": 6.02,
  "multiplicity": 5
}


Electronic energy values (in eV) by entry order: -77924.934 -64287.403 -143768.173.